DFT (the ωB97M-V functional and the def2-TZVPD basis) results for one molecule with the formula C16H19F3N2O3.

```
43
Properties=species:S:1:pos:R:3
H 0.23577 3.65288 1.25020
H 2.40006 3.32065 0.10101
C 3.52614 -0.71373 -2.75526
C 1.32991 1.09471 0.39358
H 3.62469 -1.79638 -2.72692
O 3.48006 0.56003 -0.70968
H -4.85953 -1.65725 -1.67246
H -3.31498 1.87469 1.38109
H 2.88039 -0.43946 -3.58624
N 1.70607 -0.73192 -1.18661
C 1.46953 3.26398 -0.47075
H -1.90799 -1.47305 -2.22861
C -2.19401 -1.79326 -1.22240
H -0.20595 -2.50952 -0.80784
H -1.22975 0.00676 1.68364
H -1.20763 -2.27889 0.63772
O 1.61874 1.44209 1.50134
H 0.61434 5.07872 0.27942
F 0.74421 -1.27666 2.25178
C -3.65884 1.10209 0.70826
C -4.99512 1.02787 0.36570
H -2.64725 -2.78321 -1.29937
C -0.94825 -1.85786 -0.34528
H 4.50552 -0.26670 -2.89525
C -4.52499 -0.87751 -1.00308
H 1.62809 3.64308 -1.48179
C -1.30160 0.29934 0.62246
H -6.47365 -0.03049 -0.76770
F 1.58022 -2.58022 0.76449
H -0.58098 3.91172 -0.30398
H -5.69612 1.74329 0.76862
N -0.42573 -0.50359 -0.21801
H -0.99962 1.34519 0.54680
H 1.22557 -1.31126 -1.85612
C -3.17973 -0.80994 -0.66180
C 0.98693 -0.37534 0.01944
F 2.76178 -0.99442 1.56286
C 1.52997 -1.29133 1.16918
O 1.13835 1.88092 -0.65303
C -5.43078 0.03407 -0.49575
C 2.93706 -0.21690 -1.45940
C -2.74201 0.18957 0.19873
C 0.35706 4.02440 0.23569
```

Output
HOMO level	-9.10	eV
relative energy (zero: lowest compared OMol25 entry of this formula, charge and spin)	7.14	kcal per mole
largest force on an atom	0.62	eV Å⁻¹
molecular weight	344.333	g/mol
total charge	0
energy	-1255.97393	Ha